A cluster of 2 separate species, C8H8N4 in total, computed with wB97M-V/def2-TZVPD.

```
! RIJCOSX wB97M-V def2-TZVPD def2/J DEFGRID3
* xyz 0 1
C -2.15227 -1.37167 0.04347
C -2.25272 -1.98965 -1.21639
N -3.29998 -1.76988 -2.05946
C -4.30551 -0.96974 -1.63063
C -4.24851 -0.34728 -0.35270
N -3.14814 -0.59254 0.49322
H -1.17449 -1.43621 0.53882
H -1.32912 -2.49801 -1.52317
H -5.16770 -0.77762 -2.28280
H -5.02733 0.39091 -0.12004
C 3.87161 1.29516 -0.35081
C 4.57910 1.09513 0.87731
N 3.88608 1.00751 2.03941
C 2.55610 0.98314 1.99967
C 1.85338 1.21767 0.73212
N 2.50854 1.28075 -0.42767
H 4.34840 1.42102 -1.33184
H 5.66562 0.94431 0.82898
H 2.08040 0.94505 2.98853
H 0.75655 1.17195 0.75397
*
```

Output
* M: 160.18 g/mol
* strongest force on any atom: 2.90 eV Å⁻¹
* SMILES string: c1cnccn1.c1cnccn1
* E_HOMO: -9.609 eV
* orbital gap: 9.81 eV
* energy relative to the best compared isomer or geometry (same formula, charge and spin): 53.3 kcal/mol

A structure of composition ClF2Li3, computed with wB97M-V/def2-TZVPD.

```
! RIJCOSX wB97M-V def2-TZVPD def2/J DEFGRID3
* xyz 0 1
Li 2.05757 -1.24624 -1.54689
Li 0.18147 0.12597 0.13206
Li -2.07150 0.14321 1.94082
Cl -1.82379 -0.81125 -0.70305
F -0.37008 2.42085 -0.19266
F 2.02633 -0.63254 0.36971
*
```

Output
* M: 94.27 g/mol
* strongest force on any atom: 2.22 eV Å⁻¹
* E_HOMO: -7.999 eV
* orbital gap: 6.54 eV
* energy relative to the best compared isomer or geometry (same formula, charge and spin): 51.7 kcal/mol

A structure of composition C15H31BF4P2Re, computed with wB97M-V/def2-TZVPD.

```
! RIJCOSX wB97M-V def2-TZVPD def2/J DEFGRID3
* xyz 2 4
P -0.54919 -0.20709 -2.08742
P -1.50255 -1.58290 1.22118
C -1.83039 -1.55791 -1.54784
C -2.58724 -1.44722 -0.25380
H -1.39462 -2.55502 -1.67119
H -2.55275 -1.46403 -2.36966
H -3.11847 -0.49078 -0.18983
H -3.32963 -2.25034 -0.11857
C -1.80215 -3.28321 1.84959
H -1.21645 -3.48032 2.75914
H -1.56557 -4.05339 1.10509
H -2.86159 -3.36045 2.11404
C -2.62377 -0.71237 2.37028
H -3.38233 -1.42439 2.70524
H -3.13604 0.10725 1.85833
H -2.10285 -0.31483 3.25057
C 0.07254 -1.16506 -3.45012
H 0.82644 -0.57864 -3.96427
H -0.77229 -1.37819 -4.09445
H 0.49318 -2.10275 -3.08567
C -1.80627 0.87131 -2.74570
H -2.54658 1.19120 -1.99579
H -2.33372 0.30245 -3.52281
H -1.35997 1.76349 -3.19893
Re 1.07430 1.09590 -1.46094
C 1.29131 1.18784 2.75428
C 1.94995 0.07934 2.36087
C 1.45874 -1.20572 1.77862
C 1.43398 -1.77128 0.20477
C 1.53226 -1.05467 -1.04652
C -0.48109 1.98540 -0.42605
C -0.74870 1.33627 0.87903
C -0.03180 1.78935 2.21527
C 1.71518 2.69217 -2.59442
H 1.95754 1.94342 3.21012
H 3.05237 0.19766 2.22244
H 0.44608 -1.40049 2.19283
H 2.11483 -1.99396 2.21700
H 2.18562 -2.58021 0.17182
H 0.49986 -2.37415 0.12673
H 1.99649 -1.55646 -1.92551
H -1.21079 2.75338 -0.78366
H -0.52339 0.22982 0.76178
H -1.85164 1.38595 1.06768
H 0.08696 2.89084 2.16269
H -0.81767 1.57889 2.96558
H 1.84188 3.69428 -2.14930
H 0.87800 2.65154 -3.29861
H 2.67454 2.33465 -3.01257
F 2.73140 1.30961 -0.49898
B 4.43324 3.00007 1.24402
F 3.29610 3.68225 1.04648
F 4.47325 2.01350 2.16450
F 5.52346 3.27798 0.51261
*
```

Output
* M: 546.37 g/mol
* strongest force on any atom: 6.18 eV Å⁻¹
* E_HOMO (spin up / spin down): -14.344 / -14.860 eV
* orbital gap (spin up / spin down): 5.96 / 4.80 eV
* <S²>: 3.9492
* energy relative to the best compared isomer or geometry (same formula, charge and spin): 62.4 kcal/mol

A cluster of 4 separate species, C14H33F6N3O9S2 in total, computed with wB97M-V/def2-TZVPD.

```
! RIJCOSX wB97M-V def2-TZVPD def2/J DEFGRID3
* xyz 0 1
O 0.70311 -1.13247 -2.04979
H 1.40922 -0.68883 -1.57420
H 0.01224 -0.50938 -2.28660
H 0.44639 -1.81168 -1.42181
C 1.87274 -4.40496 -2.07704
F 2.57365 -5.54137 -2.07330
F 2.66415 -3.37351 -2.14522
F 0.99639 -4.38888 -3.02777
S 1.06195 -4.29567 -0.28454
O 0.61314 -5.65745 0.08208
O 2.11243 -3.91424 0.64950
N -0.10949 -3.00162 -0.58492
S -1.41795 -3.75347 -0.55185
O -1.48461 -4.74764 -1.58883
O -1.84976 -4.29384 0.75925
C -2.67218 -2.26959 -0.97394
F -3.82225 -2.72762 -1.49796
F -2.90559 -1.59105 0.14727
F -2.10528 -1.53394 -1.93069
C 0.35963 -1.58382 2.34605
O 0.18947 -0.46417 3.29873
C 1.15551 0.57365 3.34848
C 0.68102 1.62218 4.34615
N -0.59066 2.20808 3.84436
C -0.58252 2.69210 2.43146
C -1.98583 3.21147 2.01521
O -2.84037 2.07339 1.97514
C -4.13838 2.45099 1.56399
H 0.19016 -1.28509 1.31157
H -0.34138 -2.35160 2.67347
H 1.37046 -1.97509 2.46110
H 1.28080 0.97346 2.34222
H 2.12084 0.22597 3.71637
H 1.41897 2.41877 4.44087
H 0.54302 1.30032 5.37836
H -1.21561 1.42469 3.97020
H -0.32679 1.92619 1.69928
H 0.23278 3.41444 2.39131
H -2.03060 3.59921 0.99749
H -2.25914 4.05732 2.64603
H -4.80814 2.35528 2.41860
H -4.54048 1.63826 0.95911
H -4.25269 3.49629 1.27698
C -1.70655 0.25442 -4.08248
O -0.83545 0.47597 -3.02343
C -0.70956 1.81878 -2.75475
C -0.71189 2.01049 -1.26617
N 0.42984 1.32706 -0.62367
C 1.66890 2.10366 -0.88907
C 2.93867 1.27956 -0.69875
O 2.82201 -0.06697 -1.01131
C 4.03738 -0.71783 -0.79163
H -1.25656 0.68879 -4.97519
H -2.63470 0.81506 -3.97147
H -2.11942 -0.72583 -4.32070
H -1.55112 2.41152 -3.11328
H 0.19130 2.11118 -3.29424
H -1.60593 1.53592 -0.86171
H -0.67733 3.07682 -1.04289
H 0.32946 1.08214 0.35103
H 1.66726 3.00605 -0.27770
H 1.69680 2.49160 -1.90732
H 3.19682 1.49095 0.33893
H 3.76458 1.84178 -1.13450
H 4.13185 -1.35446 0.08806
H 4.83404 -0.03245 -0.50234
H 4.37117 -1.28940 -1.65766
*
```

Output
* M: 565.55 g/mol
* strongest force on any atom: 7.26 eV Å⁻¹
* E_HOMO: -8.922 eV
* orbital gap: 9.02 eV
* energy relative to the best compared isomer or geometry (same formula, charge and spin): 36.8 kcal/mol

A structure of composition C14H14Cl4F2, computed with wB97M-V/def2-TZVPD.

```
! RIJCOSX wB97M-V def2-TZVPD def2/J DEFGRID3
* xyz 0 1
C 0.36308 2.38253 0.31627
Cl -0.62313 1.21445 1.20945
Cl 2.09121 2.08434 0.47037
H 0.09413 2.41803 -0.73944
H 0.19477 3.34818 0.79302
C 3.53017 1.99057 2.65799
Cl 5.28276 2.25275 2.93627
Cl 3.15064 0.27749 2.60869
H 3.06719 2.50612 3.49938
H 3.18562 2.51619 1.76742
F -5.19337 -1.76398 -2.16865
C -4.21722 -1.10727 -1.55678
C -2.97225 -1.71245 -1.40532
C -2.01272 -1.04323 -0.70314
C -2.23274 0.27005 -0.19475
C -3.50973 0.78274 -0.35152
C -4.46691 0.07943 -0.95582
H -2.80343 -2.65341 -1.90781
H -1.04099 -1.47035 -0.50389
H -1.40722 0.80617 0.24966
H -3.71336 1.74296 0.09893
H -5.47226 0.47096 -0.90708
F 1.96278 -0.80223 -3.06522
C 1.80037 -1.01966 -1.77181
C 1.93017 -0.00646 -0.79545
C 1.66768 -0.25072 0.52418
C 1.25694 -1.52456 0.86823
C 1.22553 -2.62432 0.02189
C 1.44693 -2.34068 -1.30913
H 2.35871 0.93069 -1.11872
H 1.69841 0.55656 1.24096
H 1.02159 -1.63386 1.91659
H 0.97527 -3.61179 0.38061
H 1.36140 -3.06538 -2.10530
*
```

Output
* M: 362.07 g/mol
* strongest force on any atom: 12.91 eV Å⁻¹
* E_HOMO: -8.588 eV
* orbital gap: 8.77 eV
* energy relative to the best compared isomer or geometry (same formula, charge and spin): 211.5 kcal/mol

A structure of composition C35H27ClIN7NiO3S2, computed with wB97M-V/def2-TZVPD.

```
! RIJCOSX wB97M-V def2-TZVPD def2/J DEFGRID3
* xyz 0 1
Ni 0.41074 0.75247 -0.79704
C -0.91472 2.41755 -3.34122
C -1.70413 2.38189 -2.06917
C -2.80630 3.21650 -1.89614
C -3.52774 3.16702 -0.72451
C -3.18968 2.22909 0.24041
C -2.09612 1.42533 0.00920
N -1.34493 1.53873 -1.10142
C -1.64367 0.35719 0.92456
C -2.29917 -0.00078 2.08571
C -1.80089 -1.06547 2.82188
C -0.68363 -1.73870 2.37665
C -0.05881 -1.32801 1.19919
N -0.53822 -0.28900 0.51054
C 1.13239 -1.99443 0.66803
C 1.65606 -3.13529 1.09267
C 2.89760 -3.49775 0.33720
C 3.59490 -2.64824 -1.80475
C 2.50273 -2.44380 -2.56102
C 2.24623 -3.03323 -3.90498
N 1.42273 -2.01326 -1.78857
H -1.59455 2.51471 -4.18808
H -0.32588 1.51063 -3.45645
H -0.23540 3.27140 -3.35125
H -3.06446 3.91392 -2.68091
H -4.35400 3.84506 -0.56043
H -3.75078 2.15127 1.15948
H -3.16917 0.54449 2.41821
H -2.28889 -1.36501 3.74022
H -0.28034 -2.57171 2.93317
H 1.26367 -3.76014 1.88478
H 3.67715 -3.90451 0.97913
H 4.59197 -2.77091 -2.20495
H 2.12506 -4.11585 -3.79281
H 3.08935 -2.86109 -4.57279
H 1.33268 -2.63891 -4.34928
Cl 1.44073 -6.67160 -1.70086
C 1.48765 -4.95989 -1.27569
C 2.67173 -4.49432 -0.81383
C 3.30815 -2.17382 -0.40263
I 4.85740 -1.04720 0.47738
C 1.93715 -1.41518 -0.49192
O 2.01829 -0.07886 -0.53122
C 0.24070 -2.79143 -1.77173
N -0.88610 -2.09708 -1.91683
C -2.03688 -2.74903 -1.99503
C -2.11466 -4.13367 -1.98722
C -0.95446 -4.85664 -1.80745
C 0.26632 -4.20153 -1.60620
H 3.44366 -5.25837 -0.83178
H -2.92888 -2.14131 -2.10582
H -3.06638 -4.63103 -2.11455
H -0.98604 -5.93636 -1.79136
N -1.65508 1.29658 6.03051
C -1.31799 2.03361 4.90528
C -0.05655 1.88680 4.31706
C 0.29688 2.64774 3.22134
C -0.59890 3.57026 2.69148
C -1.84830 3.72500 3.26571
C -2.20946 2.96132 4.36658
S -0.15110 4.50998 1.25769
O 0.96719 5.37148 1.56752
O -1.36448 5.14864 0.79644
N 0.26869 3.29954 0.31861
C 1.15653 3.36250 -0.65929
S 2.18571 4.68788 -1.13721
C 2.88977 3.69471 -2.37752
C 2.34875 2.46411 -2.35789
N 1.35903 2.28413 -1.42413
H -1.10781 0.47862 6.23187
H -2.62809 1.22716 6.27011
H 0.64593 1.17087 4.72873
H 1.26787 2.51974 2.75902
H -2.53533 4.44448 2.83934
H -3.18391 3.09489 4.82322
H 3.67474 4.06320 -3.01490
H 2.62577 1.63291 -2.98815
*
```

Output
* M: 878.83 g/mol
* strongest force on any atom: 2.48 eV Å⁻¹
* E_HOMO (spin up / spin down): -7.414 / -7.413 eV
* orbital gap (spin up / spin down): 6.82 / 6.83 eV